1.
C27H55BrCrN6O3S2Si as an isolated structure, computed with wB97M-V/def2-TZVPD.

Results
Total charge: +3
ΔE to the lowest compared entry with this formula, charge and spin: 12.7 kcal/mol
DFT total energy: -171969.05489 eV
Multiplicity: 4
Kohn-Sham gap (alpha / beta): 0.2473 / 0.3118 Ha

The geometry in XYZ format:
```
96
Properties=species:S:1:pos:R:3:forces:R:3:lowdin_spin:R:1
Cr -0.040 -1.566 -0.414 -0.32 -1.82 -0.89 2.972
N 0.380 -3.614 0.265 0.08 0.11 -0.33 -0.017
C 1.714 -3.946 -0.313 0.06 0.16 -0.04 0.003
C 2.391 -5.218 0.182 -0.11 -0.06 0.11 -0.001
C 2.598 -5.402 1.687 0.06 0.13 -0.04 0.000
C 3.504 -4.366 2.360 0.07 -0.21 -0.16 0.000
N 4.811 -4.256 1.718 0.01 -0.08 0.09 0.000
C 5.945 -4.843 2.081 -0.07 0.06 0.05 0.000
N 6.008 -5.659 3.133 0.03 -0.02 0.03 0.000
N 7.052 -4.605 1.376 0.02 -0.04 0.01 0.000
C 2.555 -2.669 -0.255 -0.57 0.08 0.19 0.009
O 3.760 -2.668 -0.237 0.06 0.16 -0.03 0.005
O 1.801 -1.585 -0.267 0.99 0.26 -0.18 0.027
H 0.398 -3.762 1.270 -0.08 0.12 0.07 0.001
H -0.332 -4.234 -0.115 -0.01 0.01 0.03 0.002
H 1.553 -4.083 -1.385 -0.05 -0.06 -0.04 0.000
H 3.355 -5.276 -0.326 -0.04 -0.02 -0.07 0.000
H 1.796 -6.060 -0.175 0.09 -0.06 -0.03 0.000
H 3.040 -6.391 1.822 -0.09 -0.03 0.06 0.000
H 1.638 -5.418 2.214 0.06 -0.03 0.04 0.000
H 3.621 -4.614 3.414 0.01 0.11 0.04 0.000
H 3.055 -3.373 2.318 0.06 0.04 0.09 0.000
H 4.809 -3.684 0.879 0.01 0.02 -0.04 0.000
H 5.199 -5.878 3.683 -0.01 0.01 0.00 0.000
H 6.889 -6.026 3.452 0.00 -0.02 -0.02 0.000
H 7.040 -3.995 0.577 -0.01 0.04 0.02 0.000
H 7.928 -5.038 1.612 -0.01 -0.03 -0.01 0.000
N -1.791 -4.052 -4.595 0.08 0.05 -0.01 -0.003
C -1.673 -3.011 -3.786 -0.45 0.47 0.25 -0.008
N -2.537 -2.007 -3.882 0.05 -0.05 -0.02 0.000
S -0.413 -3.015 -2.628 0.66 0.18 0.67 -0.077
H -2.499 -4.091 -5.312 0.03 0.01 -0.04 -0.001
H -1.117 -4.799 -4.559 0.00 -0.03 0.04 -0.001
H -3.249 -1.983 -4.594 -0.01 0.01 0.00 0.000
H -2.420 -1.196 -3.300 0.00 0.02 0.04 0.000
C 0.311 2.688 2.680 0.05 0.05 0.02 0.000
C 1.399 3.047 1.658 -0.11 -0.28 0.03 0.000
C 2.304 1.814 1.492 0.06 0.06 0.00 0.001
C 2.223 4.225 2.224 -0.05 0.16 -0.21 0.000
Si 0.672 3.634 0.016 0.00 0.10 0.10 0.000
Br -0.257 0.695 -1.086 0.04 0.82 -0.13 0.025
C 1.854 4.113 -1.375 0.01 -0.31 -0.15 0.000
C 1.990 5.650 -1.301 -0.18 0.04 0.15 0.000
C 3.240 3.475 -1.201 0.01 0.04 0.00 0.000
C 1.340 3.710 -2.770 -0.09 0.03 0.05 0.000
C -1.108 4.280 -0.026 -0.12 -0.25 -0.14 0.000
C -1.102 5.666 0.656 0.25 -0.01 0.07 0.000
C -1.594 4.427 -1.479 0.03 0.09 0.09 0.000
C -2.111 3.372 0.711 0.01 0.07 -0.02 0.000
H 0.801 2.346 3.597 -0.01 0.01 -0.03 0.000
H -0.338 1.885 2.321 0.01 0.03 0.04 0.000
H -0.300 3.550 2.947 -0.01 -0.06 0.02 0.000
H 2.686 1.534 2.479 -0.03 0.02 -0.02 0.000
H 3.162 2.006 0.852 -0.01 -0.07 0.05 0.000
H 1.757 0.962 1.084 0.04 0.00 0.01 0.001
H 2.637 3.928 3.191 -0.03 0.00 -0.02 0.000
H 1.606 5.114 2.388 0.05 -0.02 0.04 0.000
H 3.057 4.503 1.578 -0.01 0.00 0.07 0.000
H 2.394 5.989 -0.342 0.00 0.03 -0.06 0.000
H 1.038 6.157 -1.474 0.08 0.02 -0.03 0.000
H 2.680 5.974 -2.085 0.01 -0.04 0.03 0.000
H 3.721 3.760 -0.266 0.02 -0.04 -0.04 0.000
H 3.880 3.826 -2.014 -0.02 0.00 0.01 0.000
H 3.191 2.386 -1.265 0.04 0.03 -0.01 0.000
H 0.425 4.227 -3.047 0.07 -0.03 -0.04 0.000
H 1.166 2.634 -2.842 0.06 0.05 -0.06 0.000
H 2.103 3.982 -3.504 -0.01 -0.04 0.03 0.000
H -0.398 6.361 0.192 -0.08 0.01 0.03 0.000
H -0.864 5.597 1.720 -0.03 0.03 -0.04 0.000
H -2.101 6.101 0.566 0.02 -0.03 0.01 0.000
H -1.032 5.187 -2.021 -0.04 -0.04 -0.02 0.000
H -2.639 4.750 -1.464 0.03 -0.01 0.01 0.000
H -1.536 3.481 -2.023 -0.04 0.07 -0.03 0.000
H -1.972 3.392 1.788 -0.06 -0.03 -0.04 0.000
H -2.047 2.338 0.365 -0.07 0.03 0.05 0.001
H -3.120 3.741 0.506 0.04 -0.01 -0.01 0.000
C -8.087 0.035 -1.766 0.02 -0.05 0.05 0.000
C -6.745 -0.220 -1.146 0.04 0.00 -0.01 0.001
C -5.667 0.637 -1.369 -0.02 -0.02 -0.12 0.000
C -4.447 0.427 -0.749 -0.03 0.02 0.01 0.001
C -4.297 -0.656 0.114 0.03 0.14 0.04 0.001
C -5.348 -1.546 0.329 -0.04 -0.06 -0.01 0.001
C -6.555 -1.323 -0.304 -0.04 0.00 -0.06 0.000
S -2.753 -0.734 0.947 -0.10 -0.32 -0.23 0.011
C -3.141 -1.727 2.381 -0.04 0.07 -0.01 0.000
O -1.869 -1.737 0.122 -0.44 0.06 0.50 0.048
H -8.044 0.812 -2.526 0.02 -0.01 0.01 0.000
H -8.794 0.350 -0.996 0.01 0.01 -0.03 0.000
H -8.489 -0.874 -2.215 0.02 0.02 0.00 0.000
H -5.791 1.485 -2.033 0.00 -0.03 0.05 0.000
H -3.616 1.101 -0.931 -0.04 0.03 0.08 0.000
H -5.248 -2.402 0.982 0.00 0.04 0.00 0.000
H -7.377 -2.011 -0.141 0.04 0.03 0.03 0.000
H -3.977 -1.274 2.914 0.05 0.02 -0.01 0.000
H -2.257 -1.734 3.015 -0.01 0.00 -0.01 0.000
H -3.386 -2.734 2.048 0.01 0.00 0.04 0.000
```
Positions in Å, forces in eV/Å.


2.
C27H55ClN6O14 as an isolated structure, computed with wB97M-V/def2-TZVPD.

Results
DFT total energy: -78966.34712 eV
Kohn-Sham gap: 0.1944 Ha

The geometry in XYZ format:
```
103
Properties=species:S:1:pos:R:3:forces:R:3:lowdin_charge:R:1
C 0.758 3.550 -0.660 -2.20 1.02 -1.65 -0.024
C -0.750 3.379 -1.101 1.82 0.67 0.03 -0.331
C -0.728 2.837 -2.566 -2.84 0.06 0.44 -0.125
C -2.092 2.281 -3.050 0.53 0.15 0.22 -0.112
C -2.498 1.073 -2.198 1.51 5.99 2.57 -0.172
C -2.558 1.432 -0.669 -0.26 2.81 0.54 -0.213
N -1.424 2.382 -0.158 -0.65 1.10 5.34 0.078
O -1.114 2.401 1.177 -2.97 1.44 -7.52 0.064
C -2.538 0.124 0.167 -0.78 9.44 -1.29 -0.140
C -3.918 2.326 -0.375 0.70 -0.95 0.26 0.036
C -1.434 4.832 -1.059 0.10 -2.07 0.21 0.030
H 0.944 4.048 0.291 -0.96 -0.21 0.04 0.088
H 1.157 4.271 -1.374 0.01 0.08 -0.42 0.118
H 1.408 2.679 -0.739 -2.17 0.55 -0.80 0.042
H 0.072 2.104 -2.676 -2.83 2.13 1.56 0.004
H -0.514 3.614 -3.300 0.51 0.54 0.52 0.137
H -1.995 1.967 -4.089 0.24 -0.39 -0.06 0.123
H -2.806 3.096 -3.167 -0.45 0.03 0.59 0.107
H -1.697 0.356 -2.382 0.15 2.16 0.91 0.090
H -3.471 0.682 -2.497 0.06 1.28 0.89 0.122
H -2.358 0.173 1.241 -0.09 2.87 -0.53 0.136
H -1.823 -0.618 -0.188 1.64 4.08 -1.79 0.090
H -3.563 -0.243 0.118 -0.70 3.61 -0.25 0.140
H -4.802 1.737 -0.618 0.30 -0.62 -0.11 0.083
H -4.087 3.230 -0.960 0.74 0.02 -0.07 0.064
H -4.021 2.556 0.686 0.33 0.09 0.03 0.082
H -1.175 5.327 -0.123 -0.21 0.05 -0.12 0.091
H -2.505 4.686 -1.196 0.03 0.41 0.16 0.062
H -1.029 5.340 -1.934 0.02 0.08 0.25 0.092
Cl 0.909 -0.038 -0.405 2.16 2.04 3.78 0.914
O 0.473 0.229 -1.690 -5.11 -8.79 2.73 -0.166
O 0.033 0.834 0.365 2.03 -2.44 -0.02 -0.274
O 0.894 -1.436 -0.043 2.91 6.26 -2.91 -0.440
O 2.282 0.343 -0.259 -2.50 -1.01 2.11 -0.394
O -2.742 -1.486 0.396 4.20 -12.93 13.25 -0.096
C -2.256 -1.418 1.524 0.77 -4.00 5.34 -0.478
N -0.979 -1.241 1.723 -3.55 1.07 -3.51 0.071
C -3.074 -1.738 2.768 -1.09 0.37 0.33 0.077
H -0.601 -1.111 2.650 -2.91 -1.68 -2.06 -0.084
H -0.368 -1.079 0.935 -2.62 1.36 1.20 0.033
H -2.527 -1.748 3.711 -0.32 -0.11 -0.70 0.077
H -3.647 -2.663 2.718 0.30 -0.21 -0.62 0.100
H -3.866 -0.999 2.893 -0.07 0.39 -0.15 0.100
O 2.168 3.725 2.323 -0.43 3.18 2.07 0.062
C 2.137 2.698 1.715 0.73 0.06 2.11 -0.574
N 2.571 2.725 0.475 3.51 -2.53 0.65 0.055
C 1.577 1.496 2.476 0.76 1.75 -3.65 -0.022
H 2.889 3.550 -0.014 0.14 0.13 1.02 0.144
H 2.744 1.843 0.014 -0.27 0.74 1.11 0.021
H 0.551 1.799 2.684 0.33 -0.12 0.24 0.108
H 2.106 1.130 3.356 0.55 1.79 -1.19 0.085
H 1.566 0.697 1.735 -0.19 2.12 0.76 0.022
O -0.844 -1.004 3.822 0.80 1.39 5.38 0.089
C 0.263 -0.496 3.646 2.81 0.61 2.74 -0.448
N 0.792 0.304 4.551 -0.86 -0.58 2.19 0.187
C 1.172 -0.918 2.548 -0.58 0.43 2.49 -0.125
H 0.168 0.369 5.343 0.54 0.27 0.52 0.150
H 1.794 0.389 4.638 -0.61 0.07 0.55 0.132
H 2.085 -0.327 2.479 -0.32 -1.77 0.97 0.091
H 0.638 -0.903 1.598 2.93 0.23 2.39 0.055
H 1.473 -1.944 2.763 -2.71 0.58 2.22 0.114
O -2.826 -0.583 -3.253 -1.41 -4.43 -5.35 -0.037
C -2.581 -1.154 -2.216 0.20 -3.89 -1.41 -0.563
N -3.536 -1.375 -1.322 -3.79 -0.39 -8.63 0.192
C -1.123 -1.677 -2.027 -2.71 -1.22 2.02 0.079
H -3.386 -1.703 -0.379 -3.26 -2.40 -3.04 -0.146
H -4.448 -1.024 -1.579 0.13 -0.06 -0.79 0.144
H -0.573 -1.893 -2.944 -0.24 0.37 0.13 0.143
H -1.375 -2.593 -1.494 0.43 0.19 -0.86 0.070
H -0.580 -1.122 -1.262 -1.55 -1.21 -1.64 0.037
O 3.030 2.067 -4.192 1.28 0.39 0.50 0.023
C 2.625 1.668 -3.103 0.35 -0.78 -1.81 -0.521
N 1.333 1.467 -2.947 4.42 2.95 -5.09 0.106
C 3.494 1.233 -1.908 1.40 1.84 -2.60 0.028
H 0.682 1.729 -3.673 1.74 -0.67 -1.36 0.132
H 0.948 1.015 -2.130 2.74 4.37 -2.51 -0.218
H 3.274 1.966 -1.131 1.11 -0.52 -1.50 0.043
H 4.502 1.439 -2.268 0.17 -0.37 0.18 0.105
H 3.292 0.227 -1.540 1.31 0.71 -1.59 0.064
O -2.171 -4.859 -1.428 1.96 1.68 2.12 0.095
C -1.271 -4.350 -0.738 -1.54 -3.22 -1.79 -0.459
O -0.025 -4.261 -1.220 0.62 -0.58 -1.15 0.084
C 0.854 -3.676 -0.271 -1.49 0.02 0.06 -0.155
C -0.080 -3.029 0.674 0.18 -3.07 1.67 -0.225
C -1.194 -3.941 0.706 -2.74 -0.96 -0.07 -0.032
H 1.471 -2.892 -0.711 -1.05 -1.20 -1.00 0.113
H 1.637 -4.338 0.099 -3.89 -1.23 0.40 0.098
H -0.392 -2.028 0.377 -1.19 -5.85 -1.13 0.044
H 0.362 -2.947 1.667 0.02 -0.17 -0.29 0.146
H -2.112 -3.415 0.968 0.03 -1.01 0.22 0.116
H -1.060 -4.848 1.294 -0.07 -0.07 0.09 0.157
O 2.933 -4.501 -0.836 3.35 2.37 2.48 0.067
C 3.089 -3.548 -0.032 3.94 -1.46 -3.36 -0.456
O 2.908 -3.609 1.300 0.20 -1.91 -1.16 0.059
C 3.063 -2.364 1.905 1.95 0.63 -1.44 -0.185
C 3.996 -1.567 1.008 0.74 -0.76 -1.48 -0.083
C 3.633 -2.133 -0.385 -0.35 -0.95 0.21 -0.036
H 3.534 -2.565 2.868 -0.57 0.32 0.39 0.162
H 2.094 -1.864 1.906 3.62 -2.20 -2.00 -0.001
H 5.010 -1.906 1.219 0.23 0.52 0.07 0.126
H 3.899 -0.482 0.975 0.17 -0.21 0.65 0.111
H 4.411 -2.204 -1.144 0.25 -0.16 0.38 0.143
H 2.840 -1.566 -0.872 0.42 -0.46 0.16 0.087
```
Positions in Å, forces in eV/Å.


3.
C27H55LuN12O2 as an isolated structure, computed with wB97M-V/def2-TZVPD.

Results
Total charge: +2
ΔE to the lowest compared entry with this formula, charge and spin: 0.0 kcal/mol
DFT total energy: -84476.20436 eV
Kohn-Sham gap: 0.3267 Ha

The geometry in XYZ format:
```
97
Properties=species:S:1:pos:R:3:forces:R:3:lowdin_charge:R:1
Lu 0.079 0.135 0.280 0.03 0.03 0.12 1.739
C -1.760 3.876 -1.993 0.45 1.08 1.28 -0.037
N -0.684 2.901 -2.086 0.54 0.76 -0.08 -0.141
C 0.629 3.382 -1.662 -0.37 -0.23 0.05 -0.019
C -0.872 1.650 -2.518 0.62 -0.39 0.31 -0.383
N -0.101 0.677 -1.977 -1.10 -0.08 -0.59 -0.039
C 0.013 -0.577 -2.749 0.30 0.23 -0.42 -0.215
C 1.208 -1.385 -2.279 1.37 0.45 -1.33 -0.199
N 1.026 -1.850 -0.914 0.00 0.53 0.94 -0.256
C 0.080 -2.996 -0.937 -1.39 1.39 0.48 -0.128
C -0.979 -2.815 0.199 -1.51 -0.06 -1.27 -0.151
N -1.579 -1.444 0.313 0.56 0.34 0.27 -0.067
C -2.892 -1.222 0.374 -0.58 -0.94 -0.78 -0.395
N -3.444 -0.257 1.147 0.29 0.00 0.97 -0.177
C -3.067 -0.101 2.544 0.70 -0.34 -1.03 -0.021
C -4.509 0.608 0.705 -0.15 -0.66 -1.79 -0.049
N -3.828 -1.937 -0.324 -0.01 0.48 0.70 -0.138
C -3.641 -2.492 -1.628 -0.83 -0.14 -1.43 -0.069
C -5.180 -2.162 0.244 0.76 -1.40 -1.32 -0.010
C 2.309 -2.126 -0.213 0.05 1.75 -0.28 -0.121
C 3.177 -0.812 -0.057 -0.44 -0.65 -0.29 -0.184
N 2.403 0.296 0.534 -0.15 0.52 0.02 -0.075
C 3.052 1.474 0.681 1.21 -0.88 -1.03 -0.385
N 3.024 2.175 1.813 -1.02 -0.41 1.65 -0.119
C 2.724 1.562 3.154 -0.71 -0.45 -1.67 0.008
C 2.995 3.611 1.784 -1.85 0.93 -0.18 -0.058
N 3.881 2.025 -0.267 0.22 -0.77 0.63 -0.138
C 5.110 2.760 0.035 0.22 -0.24 -0.27 -0.025
C 3.884 1.661 -1.655 -1.10 1.45 -0.29 -0.075
N -1.822 1.515 -3.489 1.11 -0.36 0.40 -0.144
C -2.780 0.461 -3.459 -0.19 -0.98 1.10 -0.052
C -1.926 2.438 -4.608 -0.12 -0.01 0.13 -0.018
H -1.879 4.210 -0.934 0.30 -0.34 -0.54 0.100
H -2.700 3.448 -2.239 -0.68 -0.38 -0.51 0.083
H -1.577 4.812 -2.547 0.04 -0.58 -0.20 0.108
H 0.725 4.387 -2.024 0.02 0.71 0.00 0.095
H 1.420 2.825 -2.143 0.03 -0.39 0.06 0.072
H 0.729 3.369 -0.577 0.18 0.07 -0.06 0.061
H 0.156 -0.367 -3.808 -0.03 0.09 -0.17 0.136
H -0.876 -1.201 -2.688 -0.23 0.03 0.09 0.071
H 2.133 -0.777 -2.459 -0.75 -0.21 0.85 0.126
H 1.428 -2.237 -2.943 -0.49 -0.01 0.01 0.143
H 0.567 -3.950 -0.809 0.34 -0.33 -0.03 0.131
H -0.421 -2.964 -1.926 0.26 -0.33 0.70 0.113
H -0.500 -3.036 1.151 -0.24 -0.27 0.00 0.079
H -1.849 -3.477 -0.045 1.00 -0.13 0.65 0.125
H -2.461 0.773 2.714 0.60 0.40 0.03 0.071
H -2.565 -1.018 2.818 0.22 -0.04 0.49 0.079
H -3.934 0.052 3.136 -0.99 -0.16 0.55 0.093
H -4.490 0.589 -0.404 -0.21 0.20 0.56 0.109
H -4.310 1.601 1.017 0.33 0.99 0.31 0.082
H -5.515 0.352 1.027 -0.04 -0.32 0.27 0.093
H -2.671 -2.297 -2.045 0.63 0.16 0.19 0.050
H -4.356 -2.004 -2.367 0.52 -0.77 0.90 0.123
H -3.779 -3.587 -1.641 -0.16 0.41 0.00 0.108
H -5.172 -1.861 1.273 -0.19 -0.15 0.45 0.084
H -5.332 -3.278 0.110 -0.28 1.34 0.45 0.122
H -5.938 -1.607 -0.319 0.05 -0.16 0.11 0.098
H 2.834 -2.839 -0.806 0.84 -0.66 -0.37 0.121
H 2.150 -2.557 0.773 -0.36 0.05 -0.03 0.098
H 3.711 -0.529 -0.978 -0.48 -0.39 0.17 0.085
H 3.958 -1.079 0.636 0.47 -0.21 0.37 0.112
H 2.933 0.483 3.055 0.36 0.62 0.35 0.069
H 1.660 1.653 3.420 0.09 0.28 -0.26 0.082
H 3.259 2.056 3.952 0.54 0.00 -0.10 0.101
H 2.895 4.039 0.771 0.77 -0.45 0.42 0.109
H 3.780 4.006 2.382 0.80 0.65 0.13 0.090
H 2.045 3.956 2.221 0.18 -0.25 0.30 0.101
H 5.221 2.992 1.077 0.08 -0.28 0.43 0.075
H 5.035 3.737 -0.466 0.52 -0.38 -0.17 0.108
H 5.966 2.111 -0.309 -0.65 1.06 0.24 0.125
H 2.935 1.221 -1.880 -0.48 -0.43 -0.40 0.052
H 4.701 1.040 -1.955 0.59 -0.51 -0.06 0.094
H 3.947 2.615 -2.213 0.07 -0.49 -0.06 0.113
H -2.729 -0.142 -2.526 0.14 0.71 -0.44 0.072
H -2.690 -0.245 -4.265 0.05 -0.23 -0.64 0.099
H -3.747 0.927 -3.481 -0.77 0.00 -0.15 0.097
H -1.228 3.247 -4.498 0.11 0.41 0.19 0.092
H -2.942 2.808 -4.704 -0.14 0.24 0.09 0.101
H -1.672 1.958 -5.539 0.05 -0.49 -0.33 0.097
N 0.440 -0.902 2.833 0.60 1.00 -0.85 0.059
C 0.936 -2.183 3.208 1.83 -0.93 0.77 -0.317
C 0.061 -3.176 3.598 0.54 -0.12 -0.11 -0.066
C 0.480 -4.423 4.084 -0.51 0.31 -0.55 -0.057
C 1.823 -4.700 4.107 1.72 0.33 0.21 -0.067
C 2.784 -3.716 3.745 -2.01 0.51 -0.30 -0.053
C 2.341 -2.474 3.294 -0.22 0.44 0.07 -0.052
H -0.336 -0.612 3.404 -0.45 -0.24 0.23 0.086
H 1.156 -0.197 3.010 -0.09 -0.33 -0.10 0.029
H -0.968 -2.969 3.468 -1.10 0.09 0.22 0.093
H -0.297 -5.138 4.385 0.61 0.21 -0.11 0.124
H 2.233 -5.637 4.448 -0.30 -0.28 0.13 0.108
H 3.849 -3.816 3.820 0.24 -0.62 0.12 0.106
H 3.163 -1.757 3.077 -1.03 -0.16 -0.01 0.106
O -0.051 2.291 1.250 1.02 -0.22 0.69 -0.237
N -1.253 2.523 1.006 -0.47 -0.08 -0.38 -0.143
O -1.741 1.639 0.270 -0.32 0.04 0.14 -0.226
```
Positions in Å, forces in eV/Å.